Here is a structure of composition C28H23F5N10O7STeY from OMol25. Energies are from ωB97M-V with the def2-TZVPD basis set.

Values from the calculation:
energy above the lowest of the compared OMol25 structures with the same formula, charge and spin	0.0	kcal/mol
E_LUMO	1.69	eV
frontier orbital gap	8.245	eV
charge	-1

Last column: Löwdin charge in e.
Positions of all 76 atoms, in Å:
Y: -0.69 1.69 0.86  1.624
O: -1.11 3.70 -3.17  0.089
C: -1.14 3.66 -1.95  -0.582
O: -0.13 3.63 -1.13  -0.237
C: -2.52 3.50 -1.33  -0.203
C: -3.54 4.35 -1.73  0.020
C: -4.78 4.21 -1.10  -0.024
C: -4.97 3.14 -0.21  0.019
C: -3.88 2.32 0.06  -0.172
N: -2.66 2.53 -0.45  0.077
C: -3.92 1.18 1.04  -0.614
O: -5.00 0.75 1.45  0.041
O: -2.76 0.76 1.38  -0.155
H: -3.34 5.11 -2.46  0.122
H: -5.60 4.89 -1.32  0.106
H: -5.92 2.94 0.29  0.121
N: 6.47 -2.32 -0.46  0.085
C: 5.18 -2.12 0.09  -0.326
C: 4.76 -0.82 0.39  -0.036
C: 3.52 -0.58 0.94  -0.083
C: 2.68 -1.64 1.22  -0.275
C: 3.09 -2.94 0.93  -0.045
C: 4.34 -3.17 0.35  -0.037
S: 1.03 -1.37 1.86  0.622
O: 0.94 -2.34 2.92  -0.301
O: 0.12 -1.52 0.71  -0.358
N: 0.80 0.19 2.17  -0.200
C: 0.94 0.82 3.36  -0.483
N: 0.11 1.89 3.40  0.062
C: 0.11 2.62 4.50  -0.114
C: 0.83 2.30 5.64  -0.052
C: 1.65 1.19 5.48  -0.126
N: 1.69 0.44 4.38  0.144
H: 6.83 -1.57 -1.00  0.072
H: 6.54 -3.19 -0.96  0.077
H: 5.42 0.06 0.21  0.126
H: 3.22 0.42 1.20  0.105
H: 2.43 -3.79 1.12  0.119
H: 4.62 -4.18 0.09  0.108
H: -0.52 3.51 4.50  0.121
H: 0.79 2.89 6.55  0.100
H: 2.32 0.92 6.28  0.101
F: -0.61 5.95 -0.54  -0.376
Te: 0.36 4.90 0.67  1.884
F: 1.55 4.99 2.14  -0.407
F: 1.86 5.52 -0.32  -0.351
F: 1.33 3.06 0.70  -0.479
F: 0.17 6.72 1.43  -0.433
O: -1.00 3.93 1.45  -0.636
C: -2.28 -0.25 -2.02  0.010
C: -0.79 -0.17 -2.00  -0.340
N: -0.09 0.69 -1.31  0.021
C: 1.23 0.52 -1.69  -0.096
C: 1.31 -0.48 -2.59  -0.034
N: 0.02 -0.94 -2.77  0.005
C: -0.32 -2.06 -3.64  -0.063
N: -0.24 -3.36 -3.04  -0.042
N: 0.50 -4.34 -3.66  0.040
N: 0.32 -5.45 -3.07  0.055
C: -0.55 -5.27 -2.03  -0.236
C: -1.11 -6.21 -1.12  -0.015
C: -1.97 -5.72 -0.17  -0.096
C: -2.24 -4.35 -0.07  -0.067
C: -1.76 -3.43 -0.98  -0.001
C: -0.91 -3.94 -1.98  -0.153
H: -2.61 -0.20 -0.98  0.068
H: -2.68 -1.14 -2.49  0.074
H: -2.67 0.65 -2.52  0.101
H: 2.04 1.12 -1.29  0.117
H: 2.15 -0.92 -3.10  0.125
H: 0.37 -2.06 -4.48  0.138
H: -1.35 -1.89 -3.97  0.135
H: -0.83 -7.26 -1.16  0.109
H: -2.38 -6.39 0.57  0.101
H: -2.85 -3.95 0.75  0.120
H: -1.94 -2.36 -0.80  0.090